1.
A cluster of 2 separate species, C4H12 in total at a distorted geometry. Source: the Open Molecules 2025 dataset; level of theory: ωB97M-V/def2-TZVPD.

Each atom is followed by the atoms it is bonded to, with distances in Å.
CARTESIAN COORDINATES (ANGSTROEM)
1 C 0.617 -1.609 0.764  C2 1.546, H3 1.084, H4 1.085, H5 1.092
2 C -0.889 -1.499 1.093  C1 1.546, H6 1.083, H7 1.087, H8 1.100
3 H 1.023 -2.566 1.070  C1 1.084
4 H 0.948 -1.329 -0.231  C1 1.085
5 H 1.023 -0.826 1.408  C1 1.092
6 H -1.063 -0.606 1.682  C2 1.083
7 H -1.337 -2.341 1.614  C2 1.087
8 H -1.576 -1.287 0.261  C2 1.100
9 C 0.706 1.867 -0.549  C10 1.542, H11 1.091, H12 1.088, H13 1.091
10 C -0.450 1.212 -1.332  C9 1.542, H14 1.089, H15 1.091, H16 1.082
11 H 0.764 1.320 0.393  C9 1.091
12 H 1.647 1.759 -1.084  C9 1.088
13 H 0.606 2.934 -0.344  C9 1.091
14 H -0.245 0.144 -1.281  C10 1.089
15 H -0.301 1.398 -2.396  C10 1.091
16 H -1.381 1.488 -0.855  C10 1.082

**SMILES string**: CC.CC
**Total charge**: 0
**Orbital gap**: 0.4665 Ha

2.
An isolated molecule of C18H18ClNO4S at a distorted geometry. Source: the Open Molecules 2025 dataset; level of theory: ωB97M-V/def2-TZVPD.

Each atom is followed by the atoms it is bonded to, with distances in Å.
CARTESIAN COORDINATES (ANGSTROEM)
1 O -2.651 -0.056 -1.565  C2 1.217
2 C -1.687 0.022 -0.826  O1 1.217, C3 1.486, N10 1.363
3 C -1.712 -0.519 0.557  C2 1.486, C4 1.334, H26 1.080
4 C -1.719 0.239 1.655  C3 1.334, C5 1.437, H27 1.082
5 C -1.753 -0.277 2.996  C4 1.437, C6 1.376, O9 1.355
6 C -1.699 -1.557 3.497  C5 1.376, C7 1.410, H28 1.070
7 C -1.719 -1.434 4.901  C6 1.410, C8 1.363, H29 1.071
8 C -1.783 -0.097 5.160  C7 1.363, O9 1.339, H30 1.072
9 O -1.801 0.608 4.021  C5 1.355, C8 1.339
10 N -0.514 0.590 -1.224  C2 1.363, C11 1.453, C19 1.451
11 C 0.661 0.642 -0.370  N10 1.453, C12 1.508, H31 1.096, H32 1.096
12 C 1.007 -0.692 0.242  C11 1.508, C13 1.390, C18 1.390
13 C 0.855 -1.879 -0.466  C12 1.390, C14 1.383, H33 1.080
14 C 1.172 -3.096 0.109  C13 1.383, C15 1.385, H34 1.079
15 C 1.654 -3.131 1.407  C14 1.385, Cl16 1.727, C17 1.386
16 Cl 2.033 -4.649 2.139  C15 1.727
17 C 1.829 -1.959 2.125  C15 1.386, C18 1.382, H35 1.078
18 C 1.506 -0.750 1.538  C12 1.390, C17 1.382, H36 1.080
19 C -0.449 1.171 -2.553  N10 1.451, C20 1.554, C25 1.528, H37 1.097
20 C -0.268 2.711 -2.463  C19 1.554, C21 1.511, H38 1.091, H39 1.090
21 C 0.553 3.201 -3.633  C20 1.511, S22 1.816, H40 1.084, H41 1.085
22 S 1.840 1.920 -3.671  C21 1.816, O23 1.439, O24 1.434, C25 1.819
23 O 2.674 2.052 -2.505  S22 1.439
24 O 2.489 1.820 -4.946  S22 1.434
25 C 0.662 0.561 -3.407  C19 1.528, S22 1.819, H42 1.085, H43 1.085
26 H -1.830 -1.591 0.625  C3 1.080
27 H -1.679 1.318 1.585  C4 1.082
28 H -1.642 -2.464 2.932  C6 1.070
29 H -1.690 -2.227 5.619  C7 1.071
30 H -1.820 0.454 6.079  C8 1.072
31 H 0.516 1.371 0.435  C11 1.096
32 H 1.506 0.989 -0.975  C11 1.096
33 H 0.459 -1.863 -1.471  C13 1.080
34 H 1.042 -4.013 -0.445  C14 1.079
35 H 2.206 -1.995 3.135  C17 1.078
36 H 1.637 0.161 2.101  C18 1.080
37 H -1.424 0.946 -3.000  C19 1.097
38 H 0.276 2.949 -1.548  C20 1.091
39 H -1.245 3.193 -2.414  C20 1.090
40 H 0.992 4.179 -3.477  C21 1.084
41 H 0.030 3.158 -4.583  C21 1.085
42 H 0.318 0.260 -4.392  C25 1.085
43 H 1.171 -0.267 -2.925  C25 1.085

**SMILES string**: O=C(/C=C/c1ccco1)N(Cc1ccc(Cl)cc1)[C@H]1CCS(=O)(=O)C1
**Total charge**: 0
**Orbital gap**: 0.3104 Ha

3.
A cluster of 2 separate species, C4H12N2S in total at a distorted geometry. Source: the Open Molecules 2025 dataset; level of theory: ωB97M-V/def2-TZVPD.

Each atom is followed by the atoms it is bonded to, with distances in Å.
CARTESIAN COORDINATES (ANGSTROEM)
1 C -1.007 -1.368 2.547  C4 1.554, H8 1.095, H9 1.024, H10 1.105
2 C 0.713 1.803 -1.881  N6 1.454, H11 1.067, H12 1.129, H13 1.139
3 C 1.543 0.571 0.115  N6 1.303, H15 1.044
4 C -0.870 -0.501 1.264  C1 1.554, S7 1.836, H14 1.059, H16 1.005
5 N 1.363 -0.463 -1.955  N6 1.390, H17 1.020, H18 1.001
6 N 1.248 0.665 -1.151  C2 1.454, C3 1.303, N5 1.390
7 S -1.711 -1.409 -0.091  C4 1.836, H19 1.301
8 H -0.678 -0.664 3.319  C1 1.095
9 H -1.995 -1.613 2.661  C1 1.024
10 H -0.576 -2.384 2.510  C1 1.105
11 H -0.204 1.483 -2.321  C2 1.067
12 H 0.475 2.642 -1.165  C2 1.129
13 H 1.474 2.281 -2.581  C2 1.139
14 H 0.120 -0.567 0.892  C4 1.059
15 H 1.527 1.460 0.660  C3 1.044
16 H -1.291 0.408 1.343  C4 1.005
17 H 0.479 -0.820 -2.318  N5 1.020
18 H 1.864 -1.091 -1.358  N5 1.001
19 H -2.474 -0.433 -0.491  S7 1.301

**Total charge**: 0
**Orbital gap**: 0.3191 Ha

4.
An isolated molecule of C2H2N2O2 at a distorted geometry. Source: the Open Molecules 2025 dataset; level of theory: ωB97M-V/def2-TZVPD.

Each atom is followed by the atoms it is bonded to, with distances in Å.
CARTESIAN COORDINATES (ANGSTROEM)
1 O 0.919 -1.350 0.204  C2 1.317, H7 0.981
2 C 0.352 -0.162 0.158  O1 1.317, C3 1.330, O6 1.159
3 C -0.565 0.008 -0.791  C2 1.330, N4 1.352, H8 1.199
4 N -0.954 1.283 -0.569  C3 1.352, N5 1.271
5 N -0.324 1.782 0.416  N4 1.271, O6 1.521
6 O 0.694 0.726 0.820  C2 1.159, N5 1.521
7 H 1.309 -1.636 1.058  O1 0.981
8 H -1.431 -0.650 -1.295  C3 1.199

**SMILES string**: Oc1cnno1
**Total charge**: 0
**Orbital gap**: 0.3657 Ha

5.
A cluster of 2 separate species, C22H21NO5P in total at a distorted geometry. Source: the Open Molecules 2025 dataset; level of theory: ωB97M-V/def2-TZVPD.

Each atom is followed by the atoms it is bonded to, with distances in Å.
CARTESIAN COORDINATES (ANGSTROEM)
1 C 2.923 0.312 6.487  C2 1.513, H12 1.089, H13 1.089, H14 1.091
2 C 1.871 -0.046 5.461  C1 1.513, O3 1.455, H15 1.099, H16 1.098
3 O 2.396 0.080 4.110  C2 1.455, P4 1.620
4 P 1.540 0.443 2.784  O3 1.620, C5 1.767, O8 1.488, O9 1.620
5 C 1.153 -1.006 1.850  P4 1.767, C6 1.382, H17 1.095
6 C 0.084 -1.846 2.098  C5 1.382, N7 1.189
7 N -0.794 -2.633 2.256  C6 1.189
8 O 0.386 1.347 3.036  P4 1.488
9 O 2.751 1.016 1.873  P4 1.620, C10 1.454
10 C 3.795 1.919 2.331  O9 1.454, C11 1.513, H18 1.101, H19 1.102
11 C 4.424 2.521 1.094  C10 1.513, H20 1.090, H21 1.090, H22 1.092
12 H 2.546 0.080 7.482  C1 1.089
13 H 3.841 -0.254 6.335  C1 1.089
14 H 3.161 1.377 6.473  C1 1.091
15 H 1.558 -1.089 5.605  C2 1.099
16 H 0.990 0.604 5.550  C2 1.098
17 H 1.934 -1.358 1.169  C5 1.095
18 H 3.351 2.694 2.976  C10 1.101
19 H 4.545 1.354 2.908  C10 1.102
20 H 5.259 3.174 1.348  C11 1.090
21 H 4.792 1.742 0.426  C11 1.090
22 H 3.678 3.112 0.558  C11 1.092
23 C -2.164 3.490 -4.791  C24 1.398, C28 1.415, H41 1.089
24 C -2.721 2.264 -4.415  C23 1.398, C25 1.391, H42 1.093
25 C -1.992 1.440 -3.563  C24 1.391, C26 1.407, C39 1.503
26 C -0.728 1.827 -3.082  C25 1.407, C27 1.389, C29 1.502
27 C -0.170 3.047 -3.442  C26 1.389, C28 1.398, H43 1.092
28 C -0.894 3.879 -4.302  C23 1.415, C27 1.398, H44 1.087
29 C -0.170 0.786 -2.154  C26 1.502, O30 1.223, C31 1.501
30 O 0.904 0.806 -1.569  C29 1.223
31 C -1.213 -0.292 -2.122  C29 1.501, C32 1.365, C39 1.508
32 C -1.131 -1.404 -1.333  C31 1.365, C33 1.449, H45 1.076
33 C -1.983 -2.561 -1.518  C32 1.449, C34 1.427, C38 1.412
34 C -2.389 -2.980 -2.821  C33 1.427, C35 1.396, H46 1.091
35 C -3.329 -4.000 -2.982  C34 1.396, C36 1.411, H47 1.092
36 C -3.861 -4.663 -1.855  C35 1.411, C37 1.409, H48 1.089
37 C -3.410 -4.307 -0.569  C36 1.409, C38 1.395, H49 1.097
38 C -2.454 -3.303 -0.413  C33 1.412, C37 1.395, H50 1.101
39 C -2.388 0.114 -2.976  C25 1.503, C31 1.508, O40 1.228
40 O -3.461 -0.454 -3.157  C39 1.228
41 H -2.716 4.152 -5.457  C23 1.089
42 H -3.701 1.931 -4.764  C24 1.093
43 H 0.809 3.316 -3.041  C27 1.092
44 H -0.479 4.840 -4.595  C28 1.087
45 H -0.423 -1.411 -0.524  C32 1.076
46 H -1.973 -2.488 -3.701  C34 1.091
47 H -3.671 -4.257 -3.986  C35 1.092
48 H -4.593 -5.457 -1.987  C36 1.089
49 H -3.804 -4.819 0.317  C37 1.097
50 H -2.081 -3.041 0.589  C38 1.101

**Total charge**: -1
**Orbital gap**: 0.1824 Ha

6.
An isolated molecule of CH4ClOP at a distorted geometry. Source: the Open Molecules 2025 dataset; level of theory: ωB97M-V/def2-TZVPD.

Each atom is followed by the atoms it is bonded to, with distances in Å.
CARTESIAN COORDINATES (ANGSTROEM)
1 C 0.338 -1.025 0.101  P2 1.810, H5 1.132, H6 1.140, H7 1.136
2 P -0.874 0.278 -0.231  C1 1.810, O3 1.770, Cl4 2.028
3 O 0.155 1.464 -1.047  P2 1.770, H8 0.981
4 Cl -1.079 1.026 1.643  P2 2.028
5 H -0.220 -1.991 0.298  C1 1.132
6 H 1.049 -0.917 0.985  C1 1.140
7 H 1.001 -1.119 -0.816  C1 1.136
8 H -0.370 2.285 -0.933  O3 0.981

**SMILES string**: CP(O)Cl
**Total charge**: 0
**Orbital gap**: 0.3747 Ha

Let's list energy above the lowest of the compared OMol25 structures with the same formula, charge and spin in order: 11.7, 47.4, 96.3, 92.0, 2.0, 10.7 kcal/mol.
Let's list HOMO level in order: -11.51, -8.25, -7.99, -9.53, -3.37, -9.29 eV.
Let's list LUMO level in order: 1.18, 0.20, 0.69, 0.42, 1.59, 0.90 eV.